A 14-piece molecular cluster, C34H96O22 overall at a distorted geometry. Source: the Open Molecules 2025 dataset; level of theory: ωB97M-V/def2-TZVPD.

Charge   0
F_max   3.279 eV/A
Energy   -3008.15978 Eh
Relative energy (zero: lowest compared OMol25 entry of this formula, charge and spin)   58.8 kJ/mol
Spin multiplicity   1
HOMO-LUMO gap   10.16 eV
Lowest unoccupied orbital energy   0.425 eV

```
152
Properties=species:S:1:pos:R:3:forces:R:3:mulliken_charge:R:1
C 11.6589 5.0995 21.9901 -0.2 -0.4 -1.2 2.6617
C 11.5120 5.2342 23.4716 0.1 0.0 0.5 -0.9883
O 12.5165 6.0879 24.0255 1.4 -0.5 0.2 -0.6183
O 12.8334 4.3161 21.6993 -0.3 0.3 2.1 -0.7617
H 11.7062 6.0675 21.4627 0.1 -0.2 0.4 -1.2123
H 10.7600 4.5946 21.6043 0.1 0.0 0.0 -0.6057
H 11.5638 4.2396 23.9572 -0.1 0.4 -0.2 0.4125
H 10.5522 5.7044 23.7444 0.3 -0.2 -0.3 0.2186
H 13.3818 5.5999 23.9912 -1.2 0.7 -0.1 0.3211
H 12.9536 4.2437 20.7710 -0.2 0.3 -1.6 -0.0305
C 13.1380 5.7138 17.3483 -0.1 -1.0 -0.9 -0.0439
C 11.7576 5.5034 17.8402 -1.7 -2.3 0.7 1.1115
O 11.8044 4.5134 18.9197 0.1 0.8 0.2 1.9207
O 13.9765 6.1746 18.3724 0.4 -0.3 0.5 0.3620
H 13.0730 6.4499 16.5649 0.3 0.1 -0.7 0.5462
H 13.4808 4.7039 16.9412 -0.1 1.2 0.3 -0.6055
H 11.1248 4.9685 17.0685 0.6 1.2 0.3 -1.5082
H 11.2229 6.4006 18.2121 0.5 -0.6 -0.1 -0.1415
H 12.0219 3.6597 18.5107 -0.2 0.2 -0.2 -1.2104
H 14.3518 6.9978 18.0623 0.6 0.6 -0.1 -0.1813
C 11.9998 9.2824 21.9900 2.1 0.4 0.8 -0.6335
C 12.1297 9.1565 20.4895 1.1 0.5 -0.3 -0.1592
O 12.2550 7.8237 20.1115 -0.5 -1.0 0.0 2.2381
O 13.1039 8.6246 22.6762 0.9 2.6 -1.8 -0.6294
H 11.1876 8.7599 22.3646 -2.3 -0.5 0.4 0.2591
H 12.0164 10.3409 22.3353 -0.3 -0.6 -0.4 0.3195
H 13.0009 9.7359 20.1452 -0.2 0.0 0.1 -0.0284
H 11.2724 9.5435 19.9588 -0.5 0.6 0.2 -0.1785
H 13.0277 7.6106 19.5770 0.2 0.1 0.1 -0.6829
H 12.8153 7.8527 23.1041 -0.8 -2.0 0.9 0.3242
C 16.6824 5.0978 14.9158 -0.1 0.4 -0.5 0.1331
C 18.0062 5.4719 15.5124 0.8 -1.7 -0.8 -0.6681
O 18.4063 4.3998 16.3675 0.3 0.0 0.7 -0.5843
O 16.8778 3.8885 14.1942 -0.5 -0.3 0.2 -0.5965
H 16.3050 5.8636 14.2046 0.1 -0.2 0.5 0.3155
H 15.9953 4.9768 15.7562 -0.4 -0.1 -0.1 -0.1964
H 18.0415 6.3415 16.1021 -0.3 1.2 0.8 0.4187
H 18.7456 5.5716 14.7150 0.0 0.1 -0.1 0.3412
H 18.4876 3.5824 15.8593 -0.2 0.3 -0.2 0.2680
H 16.4210 3.1557 14.6748 0.3 0.5 -0.2 0.2438
C 9.0413 2.0547 20.7517 -1.3 0.1 0.5 0.5388
C 8.6010 1.5089 22.1488 0.5 -1.1 -1.6 -0.8959
O 7.2759 0.9485 22.1387 1.5 -0.5 0.0 -0.5815
O 8.2566 3.2380 20.4638 -0.1 -0.8 0.4 -0.1365
H 8.8333 1.2354 20.0249 0.0 0.6 0.3 0.1375
H 10.0882 2.3468 20.6434 0.2 -0.3 0.5 -0.2165
H 8.7087 2.1661 22.9585 -0.1 1.8 0.8 0.3632
H 9.3274 0.7460 22.4449 -0.4 -0.5 -0.4 0.4226
H 6.6666 1.6602 22.0157 -0.5 0.8 -0.2 0.3254
H 8.1189 3.2512 19.5123 0.2 0.1 -0.5 0.1438
C 15.3561 10.1931 18.1012 2.4 -1.3 0.4 -0.3004
C 14.7959 10.7827 16.8595 -1.7 0.6 1.5 -0.8291
O 13.3674 10.9429 16.9501 -0.7 -2.3 -1.1 -0.5512
O 14.8563 8.8898 18.3110 -0.2 -0.6 0.6 -0.1070
H 15.3082 10.7503 19.0564 -0.4 0.3 -0.7 0.3708
H 16.4648 10.0648 17.8701 -0.8 0.5 0.4 0.2154
H 15.1322 10.2018 16.0258 -0.1 -0.3 -0.8 0.3022
H 15.1923 11.7748 16.8381 0.3 0.8 -0.6 0.4287
H 12.9102 10.0359 16.7097 1.4 2.1 0.8 0.2988
H 15.1235 8.6375 19.2444 -0.4 0.1 -0.5 -0.1102
C 10.7744 9.1383 15.9616 1.3 -0.2 -2.2 -0.3671
C 9.9463 9.9040 16.9112 -0.5 0.4 1.2 -0.5687
O 9.5506 9.0086 17.9750 -0.1 0.1 -0.6 -0.4403
O 11.9174 8.5415 16.5821 -0.1 0.3 0.3 -0.4399
H 11.2163 9.8169 15.1669 -0.8 -0.5 0.8 0.3413
H 10.2332 8.3410 15.4144 -0.1 0.4 0.5 0.2723
H 9.1137 10.4003 16.3981 -0.2 -0.4 0.1 0.4067
H 10.5163 10.7048 17.3675 0.4 0.3 -0.1 0.3041
H 9.5619 9.4806 18.8131 -0.1 0.0 -0.1 0.2137
H 11.7275 8.4991 17.5313 0.0 -0.3 0.1 0.1166
C 15.8456 2.8196 19.5351 0.1 -1.0 -1.1 0.0973
C 17.2653 3.1189 19.7634 1.1 1.2 1.5 -1.1932
O 17.6412 4.4619 19.4727 0.0 0.0 -1.9 -0.4614
O 15.4061 3.0954 18.2157 -0.5 1.0 -0.7 0.7264
H 15.3246 3.3842 20.2617 -1.2 0.5 0.7 -0.2149
H 15.7345 1.7337 19.6832 -0.4 0.3 0.1 0.4499
H 17.9812 2.4829 19.3188 0.5 -1.1 -0.9 0.4009
H 17.3770 2.9648 20.8539 0.3 0.2 -0.3 0.3686
H 17.8268 4.5038 18.4754 -0.3 -0.1 1.8 0.2023
H 15.2339 4.0656 18.0976 0.3 -1.1 0.5 -0.5145
C 8.5151 6.8513 20.7386 1.2 -2.4 -0.4 -0.0274
C 7.6659 6.4829 21.9017 -1.8 -0.1 0.8 0.7487
C 7.4322 7.6350 22.8646 0.3 0.6 -0.5 -1.6305
O 6.3958 5.8906 21.4439 0.9 0.7 0.2 -0.6613
H 8.1059 7.6125 20.1652 -1.1 1.7 -0.9 0.6915
H 8.5680 5.9698 20.0261 0.4 0.9 0.9 -0.1575
H 9.5109 7.1715 21.0555 0.1 -0.3 -0.1 -0.3960
H 8.0354 5.7011 22.5330 1.2 -0.6 0.1 0.0080
H 6.8445 7.3941 23.7195 -0.9 -0.5 0.4 0.4621
H 6.9976 8.5088 22.3674 0.1 -0.1 0.1 0.3450
H 8.3733 7.9224 23.3427 0.2 0.1 -0.5 0.2813
H 6.7070 5.0331 21.1245 -0.3 -0.1 -0.1 0.3268
C 17.3679 7.4937 20.5460 1.4 -0.9 1.4 -1.6589
C 16.1030 7.3137 21.3140 -1.6 1.0 1.4 1.5457
C 16.3771 7.5903 22.8234 0.7 -0.3 0.1 -1.3213
O 15.1825 8.3747 20.8599 0.1 -0.7 -0.1 -0.7073
H 17.2241 7.5305 19.5029 -0.3 0.1 -1.3 0.4188
H 18.0657 6.6304 20.7455 -0.7 0.9 -0.2 0.3051
H 17.8413 8.4071 20.8952 0.2 0.2 -0.2 0.4144
H 15.6830 6.3309 21.1296 -0.4 -0.1 -0.1 -0.3361
H 16.5582 8.6650 22.8235 0.1 0.1 0.4 0.3504
H 17.3237 7.0915 23.0644 0.0 0.1 0.0 0.4097
H 15.7187 7.3415 23.7001 -0.1 0.1 -1.5 0.2336
H 14.3462 8.4361 21.3945 0.9 -0.5 0.1 0.0757
C 12.4784 0.8911 18.7022 0.4 -1.3 -0.3 -1.1392
C 12.2677 1.1154 17.2166 1.0 0.3 -0.2 1.8295
C 11.2923 0.1259 16.6270 -0.3 0.1 -1.5 -1.4998
O 11.7234 2.4262 17.0766 -0.5 0.0 1.3 1.1830
H 13.2455 1.5162 19.0811 0.7 1.1 0.3 -0.1745
H 12.9213 -0.1248 18.9060 -1.1 0.6 -0.2 0.4527
H 11.5567 1.1112 19.2371 -0.1 -0.4 0.2 0.1474
H 13.2785 1.1572 16.7384 -0.7 -0.5 0.0 -0.7533
H 10.4573 0.0810 17.3199 -0.3 -0.3 -0.1 0.3032
H 11.6930 -0.8663 16.4121 0.1 0.0 0.5 0.3934
H 10.9012 0.4610 15.6246 0.4 0.0 1.0 0.2628
H 11.8368 2.7337 16.1856 0.2 0.3 -1.2 -0.4891
C 6.5851 3.8578 16.7614 1.4 0.1 0.8 -1.6733
C 8.0413 3.3927 16.3394 -1.5 0.4 1.4 0.6144
C 8.7004 4.4931 15.4903 -1.9 0.1 0.8 -0.4887
O 8.7086 3.0857 17.5695 0.5 0.5 0.2 -0.2890
H 6.1217 3.1594 17.4615 0.0 -0.4 -0.5 0.3970
H 5.9984 4.0167 15.8737 -0.4 0.0 -0.3 0.4576
H 6.5813 4.7905 17.3676 0.5 -0.2 -0.7 0.3032
H 7.9308 2.4147 15.8699 0.1 0.2 -0.8 0.2324
H 8.3627 5.4943 15.8620 0.5 -0.8 -0.2 0.2974
H 8.3007 4.3724 14.4872 0.3 0.1 -0.3 0.4805
H 9.7563 4.4280 15.5297 1.1 -0.1 -0.3 -0.5723
H 9.6494 2.8655 17.4301 -0.3 0.1 -0.1 -0.0043
C 17.2866 0.6639 14.3796 0.9 -0.2 -0.7 -1.6132
C 16.0134 0.6134 15.1797 -0.4 -0.6 -0.4 1.0601
C 16.1183 -0.3495 16.3511 0.4 0.6 0.6 -1.2327
O 15.7080 1.9180 15.6195 -0.3 0.9 -0.7 0.5676
H 17.5461 -0.3315 13.9520 -0.2 0.6 0.4 0.4503
H 18.1396 1.0533 14.9606 -0.3 -0.3 0.0 0.2460
H 17.1728 1.3468 13.5337 0.0 -0.1 0.0 0.3726
H 15.2063 0.3485 14.4382 0.5 -0.2 0.9 0.1380
H 16.9801 -0.0671 17.0008 -0.5 0.2 -0.4 0.2821
H 16.3930 -1.3406 16.0091 -0.5 -0.3 0.0 0.4595
H 15.2090 -0.2987 16.9755 0.3 -0.5 -0.3 0.1687
H 15.5663 2.0540 16.5572 0.1 -0.1 0.8 -0.3367
C 13.4841 5.0117 13.1596 -1.4 1.0 -1.4 -1.1981
C 12.1563 4.1970 13.4562 1.5 1.1 0.9 1.0680
C 11.5313 3.5379 12.2557 0.1 -0.2 -0.5 -1.5733
O 12.4553 3.2838 14.5051 -0.8 -0.7 0.7 -0.4132
H 14.4087 4.4346 13.0929 -0.3 -0.6 -0.8 0.3857
H 13.7823 5.6859 13.9539 -0.7 0.3 0.5 0.1240
H 13.2799 5.6883 12.2400 0.7 -1.3 1.3 0.3809
H 11.4456 4.8727 13.9533 0.1 0.1 -0.5 -0.0389
H 11.4668 4.2862 11.4629 0.0 -0.2 -0.1 0.4342
H 10.5343 3.0929 12.3782 0.2 0.4 0.5 0.3288
H 12.1583 2.7153 11.9171 0.3 0.0 -0.2 0.3012
H 13.3370 2.9243 14.4628 0.6 -0.1 -0.4 -0.0227
```
Positions in Å, forces in eV/Å.